{
  "formula": "C3H4N2O",
  "method": "ωB97M-V with the def2-TZVPD basis set",
  "e_homo_ev": -8.93,
  "lumo_energy_ev": 0.110,
  "homo_lumo_gap_ev": 9.0,
  "smiles": "[H]/N=N/C(O)=C=C",
  "elements": ["H", "N", "N", "C", "O", "C", "C", "H", "H", "H"],
  "positions_angstrom": [[-0.978626, -2.523226, -0.588895], [-0.805825, -1.519245, -0.459361], [0.425317, -1.372750, -0.436768], [0.882387, -0.022218, -0.260015], [2.234942, 0.068135, -0.242321], [0.013543, 0.950167, -0.137170], [-1.131819, 1.564387, -0.058531], [2.560141, -0.837175, -0.360604], [-1.639372, 1.685931, 0.896011], [-1.635776, 1.934075, -0.949102]],
  "forces_ev_per_a": [[0.08, 0.02, 0.00], [0.52, -0.24, -0.03], [-0.55, 0.00, 0.00], [-0.32, 0.22, 0.03], [0.03, -0.14, -0.02], [-0.15, -0.13, -0.02], [0.15, -0.06, -0.01], [0.03, 0.15, 0.02], [0.10, 0.11, -0.08], [0.10, 0.07, 0.11]],
  "nbo_charge": [0.320, -0.305, -0.169, 0.273, -0.660, 0.013, -0.397, 0.488, 0.218, 0.218]
}